{
  "formula": "C26H40N11O3PS",
  "method": "wB97M-V/def2-TZVPD",
  "charge": 0,
  "multiplicity": 1,
  "smiles": "O=C1O[C@@H](O)C[C@H]1[PH2]=S.CC#N.CC#N.CC#N.CC#N.CC#N.CC#N.CC#N.CC#N.CC#N.CC#N.CC#N",
  "molar_mass_g_mol": 617.72,
  "elements": ["O", "C", "O", "C", "O", "C", "C", "P", "S", "H", "H", "H", "H", "H", "H", "H", "C", "C", "N", "H", "H", "H", "C", "C", "N", "H", "H", "H", "C", "C", "N", "H", "H", "H", "C", "C", "N", "H", "H", "H", "C", "C", "N", "H", "H", "H", "C", "C", "N", "H", "H", "H", "C", "C", "N", "H", "H", "H", "C", "C", "N", "H", "H", "H", "C", "C", "N", "H", "H", "H", "C", "C", "N", "H", "H", "H", "C", "C", "N", "H", "H", "H"],
  "coordinates": [[-0.829, 0.309, 0.912], [-0.722, 1.536, 1.006], [0.202, 2.176, 0.105], [0.864, 3.184, 0.916], [1.140, 4.420, 0.194], [-0.074, 3.549, 2.164], [-1.381, 2.606, 2.000], [-2.678, 3.835, 1.365], [-2.364, 4.238, -0.518], [1.889, 2.830, 1.278], [1.446, 5.061, 0.869], [0.331, 3.443, 3.222], [-0.359, 4.652, 1.996], [-1.634, 2.047, 2.956], [-2.500, 5.033, 2.164], [-4.042, 3.423, 1.633], [1.324, -2.007, 1.594], [2.410, -2.008, 2.624], [3.264, -2.008, 3.432], [1.673, -1.511, 0.688], [1.040, -3.032, 1.352], [0.451, -1.476, 1.976], [2.481, -4.373, 5.923], [0.997, -4.538, 5.834], [-0.169, -4.667, 5.764], [2.732, -3.709, 6.751], [2.953, -5.343, 6.089], [2.864, -3.945, 4.995], [-2.781, -6.762, 4.725], [-2.667, -7.779, 3.633], [-2.577, -8.578, 2.776], [-2.933, -7.261, 5.682], [-1.868, -6.166, 4.775], [-3.627, -6.102, 4.530], [3.036, -3.207, -2.254], [2.521, -3.990, -1.087], [2.116, -4.605, -0.170], [4.107, -3.389, -2.368], [2.516, -3.512, -3.163], [2.871, -2.141, -2.088], [-4.008, -9.050, -0.640], [-4.754, -8.073, -1.494], [-5.340, -7.307, -2.164], [-3.146, -9.437, -1.186], [-3.662, -8.560, 0.271], [-4.660, -9.882, -0.371], [5.070, 1.555, 2.116], [4.256, 2.809, 2.043], [3.615, 3.794, 1.986], [4.926, 0.967, 1.208], [6.127, 1.805, 2.216], [4.760, 0.962, 2.977], [0.727, 3.191, -2.986], [1.409, 2.046, -3.668], [1.945, 1.148, -4.204], [1.465, 3.929, -2.670], [0.020, 3.666, -3.670], [0.185, 2.835, -2.110], [2.072, 6.556, -5.250], [0.587, 6.397, -5.343], [-0.582, 6.268, -5.415], [2.323, 7.211, -4.416], [2.540, 5.583, -5.093], [2.457, 6.991, -6.174], [6.298, -5.500, -0.358], [6.493, -4.289, -1.217], [6.660, -3.329, -1.896], [5.301, -5.913, -0.521], [7.043, -6.256, -0.610], [6.405, -5.229, 0.693], [-3.889, 7.666, -4.012], [-4.426, 6.871, -2.855], [-4.847, 6.256, -1.942], [-2.818, 7.495, -4.132], [-4.400, 7.372, -4.930], [-4.059, 8.729, -3.835], [-6.847, 3.467, -2.400], [-8.333, 3.312, -2.508], [-9.498, 3.190, -2.592], [-6.602, 4.131, -1.570], [-6.384, 2.495, -2.228], [-6.451, 3.892, -3.323]]
}



{
  "formula": "C26H40N2O8P2",
  "method": "wB97M-V/def2-TZVPD",
  "charge": 0,
  "multiplicity": 1,
  "smiles": "c1ccc(-c2cccc3nccnc23)cc1.CCOP(=O)(OCC)OCC.CCOP(=O)(OCC)OCC",
  "molar_mass_g_mol": 570.56,
  "elements": ["C", "C", "C", "C", "C", "C", "C", "C", "C", "N", "C", "C", "N", "C", "C", "C", "H", "H", "H", "H", "H", "H", "H", "H", "H", "H", "C", "C", "O", "P", "O", "O", "C", "C", "O", "C", "C", "H", "H", "H", "H", "H", "H", "H", "H", "H", "H", "H", "H", "H", "H", "H", "C", "C", "O", "P", "O", "O", "C", "C", "O", "C", "C", "H", "H", "H", "H", "H", "H", "H", "H", "H", "H", "H", "H", "H", "H", "H"],
  "coordinates": [[2.907, 4.767, -0.663], [1.989, 3.799, 0.124], [0.628, 3.372, -0.539], [0.252, 3.944, -1.956], [-1.130, 3.467, -2.648], [-0.967, 2.793, -4.045], [-2.241, 2.319, -4.844], [-3.617, 2.569, -4.185], [-3.799, 3.221, -2.756], [-5.144, 3.361, -2.267], [-5.169, 3.920, -0.957], [-3.894, 4.367, -0.186], [-2.552, 4.285, -0.661], [-2.551, 3.675, -1.963], [1.212, 4.942, -2.704], [2.572, 5.385, -2.064], [3.914, 5.050, -0.183], [2.238, 3.365, 1.158], [-0.102, 2.641, -0.055], [0.072, 2.640, -4.482], [-2.186, 1.822, -5.866], [-4.550, 2.220, -4.769], [-6.187, 4.053, -0.445], [-4.046, 4.806, 0.870], [0.962, 5.376, -3.740], [3.291, 6.117, -2.588], [-4.736, -2.403, 0.310], [-4.303, -3.562, -0.569], [-3.606, -3.128, -1.730], [-2.022, -2.613, -1.640], [-1.557, -3.729, -0.699], [-1.484, -3.303, -3.044], [-0.472, -4.299, -3.041], [-1.090, -5.685, -3.012], [-2.475, -1.308, -2.645], [-3.418, -0.343, -2.224], [-2.868, 0.551, -1.130], [-3.879, -1.798, 0.616], [-5.241, -2.768, 1.208], [-5.431, -1.751, -0.221], [-3.714, -4.280, 0.004], [-5.192, -4.096, -0.914], [0.229, -4.149, -2.216], [0.101, -4.183, -3.965], [-1.761, -5.813, -2.159], [-0.315, -6.453, -2.963], [-1.693, -5.852, -3.909], [-4.354, -0.817, -1.929], [-3.654, 0.271, -3.098], [-2.538, -0.033, -0.266], [-3.628, 1.266, -0.805], [-2.001, 1.108, -1.493], [3.811, -3.301, 1.884], [4.857, -2.756, 2.839], [4.659, -1.379, 3.131], [3.457, -0.886, 4.178], [3.693, -1.975, 5.229], [4.295, 0.318, 4.943], [4.568, 0.262, 6.336], [5.929, -0.360, 6.586], [3.068, 0.335, 3.045], [2.607, 0.018, 1.745], [1.214, -0.560, 1.764], [2.803, -3.164, 2.284], [3.971, -4.366, 1.703], [3.859, -2.787, 0.922], [4.895, -3.355, 3.751], [5.842, -2.842, 2.372], [3.776, -0.264, 6.874], [4.571, 1.291, 6.708], [6.011, -1.352, 6.136], [6.124, -0.446, 7.658], [6.716, 0.252, 6.136], [3.312, -0.636, 1.233], [2.594, 0.953, 1.177], [1.159, -1.452, 2.393], [0.900, -0.823, 0.750], [0.504, 0.166, 2.170]]
}



{
  "formula": "C26H40N3O3S2",
  "method": "wB97M-V/def2-TZVPD",
  "charge": 1,
  "multiplicity": 1,
  "molar_mass_g_mol": 506.76,
  "elements": ["C", "N", "C", "C", "N", "C", "C", "C", "S", "C", "S", "N", "C", "C", "C", "C", "C", "C", "C", "C", "C", "C", "C", "C", "C", "H", "H", "H", "H", "H", "H", "H", "H", "H", "H", "H", "H", "H", "H", "H", "H", "H", "H", "H", "H", "H", "H", "C", "C", "O", "H", "H", "H", "H", "H", "H", "C", "C", "O", "H", "H", "H", "H", "H", "H", "C", "C", "O", "H", "H", "H", "H", "H", "H"],
  "coordinates": [[3.381, -4.878, 2.521], [3.168, -4.114, 1.295], [1.964, -3.628, 0.859], [2.170, -2.983, -0.318], [3.513, -3.083, -0.582], [4.250, -2.580, -1.757], [3.770, -1.238, -2.293], [2.574, -1.374, -3.232], [1.739, 0.224, -3.447], [0.012, -0.262, -3.354], [-0.833, -0.493, -4.702], [-0.598, -0.347, -2.073], [-0.662, -1.646, -1.482], [-1.260, -1.766, -0.225], [-1.343, -3.004, 0.400], [-0.841, -4.145, -0.212], [-0.274, -4.035, -1.476], [-0.185, -2.800, -2.106], [-0.277, 0.721, -1.145], [-1.242, 1.699, -0.976], [-1.034, 2.750, -0.079], [0.127, 2.821, 0.638], [1.110, 1.847, 0.468], [0.914, 0.793, -0.409], [4.091, -3.768, 0.398], [3.281, -4.223, 3.375], [2.640, -5.663, 2.566], [4.363, -5.324, 2.504], [1.046, -3.758, 1.395], [1.432, -2.519, -0.934], [5.290, -2.516, -1.466], [4.178, -3.341, -2.528], [3.528, -0.574, -1.470], [4.604, -0.824, -2.847], [2.916, -1.690, -4.209], [1.903, -2.136, -2.860], [-1.659, -0.889, 0.254], [-1.802, -3.067, 1.372], [-0.908, -5.097, 0.285], [0.096, -4.911, -1.981], [0.251, -2.743, -3.087], [-2.161, 1.622, -1.532], [-1.800, 3.492, 0.065], [0.247, 3.641, 1.325], [2.030, 1.907, 1.026], [1.677, 0.050, -0.530], [5.129, -4.020, 0.469], [-3.703, 6.442, 1.934], [-3.077, 5.257, 2.640], [-1.710, 5.067, 2.259], [-3.655, 6.313, 0.852], [-4.747, 6.565, 2.224], [-3.170, 7.360, 2.187], [-3.597, 4.336, 2.377], [-3.132, 5.390, 3.721], [-1.239, 5.871, 2.500], [-0.681, 6.461, 6.749], [-1.058, 7.488, 5.698], [-2.347, 7.244, 5.136], [-0.702, 5.458, 6.322], [0.317, 6.654, 7.144], [-1.387, 6.485, 7.581], [-0.360, 7.454, 4.861], [-1.024, 8.496, 6.122], [-2.991, 7.286, 5.849], [-3.225, -3.688, -4.784], [-2.246, -4.837, -4.906], [-1.058, -4.459, -5.603], [-3.497, -3.312, -5.770], [-4.133, -3.997, -4.264], [-2.773, -2.864, -4.225], [-2.670, -5.663, -5.473], [-1.987, -5.211, -3.910], [-0.662, -3.724, -5.126]]
}



no.,LUMO level (eV),Kohn-Sham gap (eV)
1,0.1,9.053
2,-1.4,7.088
3,-3.0,7.670